Molecular formula: C48H96NO12P2S2
Method: DFT, ωB97M-V with the def2-TZVPD basis set

Net charge: -1
E (Ha): -4322.9453
Maximum force (hartree/bohr): 0.0730
Highest occupied orbital energy (eV): -2.9886
E_LUMO (eV): 2.096
2S+1: 1
HOMO-LUMO gap (eV): 5.08

Each line ends with the Mulliken charge.
Geometry (Å):
C (-1.9036, -3.2421, 2.5218)  -0.5672
C (-1.3857, -2.4528, 1.7371)  -1.1262
C (-0.8228, -1.3064, 0.8075)  2.5675
C (0.7281, -0.9013, 1.0043)  0.0303
O (0.9927, 0.0255, -0.0894)  -0.5830
P (0.0018, -0.3258, -1.4952)  0.2808
C (-1.2204, 1.1182, -1.2694)  1.5993
C (-2.3735, 1.1959, -2.3565)  -1.1564
C (-3.6876, 0.3643, -1.9553)  -0.4051
C (-4.3471, 0.9230, -0.5911)  -0.3164
N (-4.3111, -0.1428, 0.4478)  0.7424
C (-5.3332, -1.1970, 0.0837)  -1.2796
C (-4.6172, -2.6032, -0.2000)  0.5634
C (-5.1073, -3.7861, 0.7341)  -0.3716
C (-4.1737, -5.0778, 0.5047)  -0.9183
C (-4.5270, 0.3614, 1.7818)  -0.0895
S (-4.4650, -0.7582, 3.0318)  -0.2074
S (-4.9088, 2.1007, 2.2323)  -0.2437
C (-3.4746, 3.2226, 1.9065)  -0.5995
C (-2.0567, 2.6752, 2.3614)  0.5986
C (-2.0327, 1.9547, 3.7776)  -1.1590
P (1.6720, -1.6932, -2.0644)  0.1981
O (1.9141, -1.4665, -3.7644)  -0.4868
O (3.1260, -1.0323, -1.3854)  -0.5378
O (-0.9259, -1.5236, -0.6070)  -0.4265
H (-2.5835, -3.9175, 3.1078)  0.4100
H (-1.3369, -0.3746, 1.2278)  -0.8430
H (1.0363, -0.4661, 2.0053)  0.0512
H (1.4693, -1.7398, 0.8334)  0.0296
H (0.8378, 0.6837, -2.1550)  -0.1967
H (-0.6110, -0.7372, -2.7562)  -0.1237
H (-1.6929, 1.1428, -0.2390)  -1.3018
H (-0.6001, 2.0857, -1.3713)  -0.2390
H (-2.6748, 2.2886, -2.5062)  0.2101
H (-2.0228, 0.8047, -3.3665)  0.4800
H (-3.5168, -0.7508, -1.9341)  0.2518
H (-4.4516, 0.5537, -2.7856)  0.3302
H (-5.4260, 1.2676, -0.7586)  0.5486
H (-3.7574, 1.8476, -0.3314)  -0.5101
H (-6.1657, -1.2656, 0.8530)  0.5695
H (-5.8519, -0.9133, -0.8947)  0.3019
H (-3.4904, -2.4575, -0.1235)  -0.4380
H (-4.8242, -2.9288, -1.2737)  0.2743
H (-6.1606, -4.0911, 0.4286)  0.3719
H (-5.0537, -3.5145, 1.8291)  0.1083
H (-4.3431, -5.8653, 1.3050)  0.3004
H (-3.0721, -4.7892, 0.5700)  0.2013
H (-4.3385, -5.5213, -0.5267)  0.1378
H (-3.6787, 4.1919, 2.4735)  0.4544
H (-3.4527, 3.5296, 0.8060)  0.3040
H (-1.3785, 3.5926, 2.4596)  0.3106
H (-1.5451, 1.9982, 1.6153)  -0.4901
H (-2.6787, 2.4387, 4.5680)  0.2727
H (-2.2102, 0.8328, 3.6870)  0.1834
H (-0.9575, 2.0418, 4.1617)  0.3765
H (2.5956, -0.7739, -3.9085)  0.2380
H (3.6179, -1.7506, -0.9402)  0.2781
C (1.2707, 6.3252, -1.0434)  -0.1629
C (0.4009, 5.8638, 0.1062)  -0.4817
C (-0.5910, 4.9559, -0.5954)  1.0034
O (0.0926, 4.3852, -1.7204)  -0.4933
C (1.3278, 5.0838, -1.9120)  -0.1646
H (2.2570, 6.6747, -0.7358)  0.2189
H (0.7721, 7.1374, -1.5838)  0.0846
H (1.0012, 5.2841, 0.8157)  0.2417
H (-0.0783, 6.6795, 0.6516)  0.3322
H (-1.4476, 5.5210, -0.9751)  0.0001
H (-0.9600, 4.1569, 0.0535)  -0.6981
H (2.1412, 4.4180, -1.5995)  -0.0200
H (1.4569, 5.3183, -2.9713)  0.1911
C (4.6045, -5.0029, -5.9565)  -0.5274
C (4.3075, -3.7228, -5.2012)  -0.5359
C (3.3136, -4.1960, -4.1585)  0.2263
O (3.6400, -5.5672, -3.8686)  -0.4356
C (4.5717, -6.0383, -4.8467)  -0.5130
H (5.5540, -4.9860, -6.4951)  0.3383
H (3.8052, -5.2022, -6.6775)  0.2611
H (5.2182, -3.3606, -4.7127)  0.2970
H (3.9161, -2.9219, -5.8293)  0.3097
H (2.2904, -4.1689, -4.5435)  0.2099
H (3.3547, -3.6060, -3.2423)  -0.1415
H (5.5506, -6.1306, -4.3613)  0.2658
H (4.2645, -7.0253, -5.2014)  0.2783
C (5.8943, 5.1899, 1.2690)  -0.6006
C (6.1030, 6.6349, 1.6725)  -0.5776
C (5.2800, 7.3739, 0.6335)  -0.5441
O (4.1965, 6.5088, 0.2704)  -0.2646
C (4.4514, 5.1993, 0.8017)  -0.3249
H (6.0759, 4.4777, 2.0748)  0.3683
H (6.5561, 4.9384, 0.4342)  0.2552
H (5.6858, 6.8053, 2.6700)  0.2653
H (7.1499, 6.9419, 1.6838)  0.3341
H (5.8667, 7.5743, -0.2697)  0.2945
H (4.8836, 8.3203, 1.0081)  0.2609
H (3.7624, 5.0365, 1.6373)  0.2487
H (4.2530, 4.4471, 0.0359)  0.2168
C (2.5792, -4.4913, 4.1280)  -0.3011
C (3.0857, -3.2421, 4.8172)  -0.5769
C (2.6534, -2.1545, 3.8508)  -0.6031
O (1.4563, -2.6165, 3.2149)  -0.1667
C (1.2792, -4.0073, 3.5138)  -0.4214
H (2.4425, -5.3399, 4.8005)  0.0746
H (3.2774, -4.7886, 3.3391)  0.3136
H (2.5744, -3.1143, 5.7773)  0.2211
H (4.1614, -3.2462, 5.0020)  0.3630
H (3.4066, -1.9925, 3.0714)  0.3079
H (2.4590, -1.2023, 4.3503)  0.3465
H (0.4484, -4.0948, 4.2224)  0.2031
H (1.0172, -4.5482, 2.6031)  0.2604
C (-2.8592, 9.2817, 0.5518)  -0.5898
C (-2.8601, 9.8547, -0.8496)  -0.5598
C (-2.1708, 8.7568, -1.6380)  -0.4456
O (-2.4834, 7.5185, -0.9862)  -0.2967
C (-3.0771, 7.8040, 0.2870)  -0.2419
H (-3.6193, 9.7140, 1.2042)  0.3649
H (-1.8803, 9.4380, 1.0162)  0.2647
H (-3.8898, 9.9766, -1.2001)  0.2542
H (-2.3560, 10.8189, -0.9312)  0.3353
H (-1.0824, 8.8792, -1.6220)  0.2082
H (-2.5013, 8.7167, -2.6780)  0.2795
H (-4.1444, 7.5660, 0.2201)  0.3111
H (-2.6261, 7.1690, 1.0529)  0.1221
C (5.1046, 3.8910, -3.9092)  -0.4559
C (4.9935, 3.6862, -5.4061)  -0.5415
C (4.0187, 4.7798, -5.8014)  -0.4464
O (4.2112, 5.8601, -4.8783)  -0.4233
C (5.0277, 5.4019, -3.7928)  -0.0680
H (6.0154, 3.4763, -3.4749)  0.3881
H (4.2468, 3.4330, -3.4071)  0.1809
H (5.9655, 3.8631, -5.8781)  0.2544
H (4.6534, 2.6893, -5.6895)  0.3518
H (2.9818, 4.4402, -5.7092)  0.2617
H (4.1788, 5.1362, -6.8215)  0.2780
H (6.0178, 5.8599, -3.9015)  0.3057
H (4.5951, 5.7281, -2.8439)  -0.0725
C (-7.1081, -8.0332, -3.5265)  -0.5322
C (-6.0886, -7.1352, -4.1957)  -0.6082
C (-5.9652, -6.0007, -3.1960)  -0.2884
O (-6.2134, -6.5615, -1.8999)  -0.3238
C (-6.7450, -7.8820, -2.0608)  -0.4955
H (-7.0744, -9.0686, -3.8691)  0.3266
H (-8.1168, -7.6467, -3.7037)  0.2540
H (-5.1328, -7.6608, -4.2843)  0.2810
H (-6.3849, -6.7970, -5.1897)  0.3411
H (-6.7191, -5.2270, -3.3771)  0.2418
H (-4.9779, -5.5344, -3.2106)  0.2577
H (-5.9659, -8.5951, -1.7696)  0.2931
H (-7.6037, -8.0151, -1.3993)  0.2625
C (2.1320, -8.3491, 8.8408)  -0.5241
C (1.5570, -6.9486, 8.8997)  -0.5825
C (2.1409, -6.3172, 7.6500)  -0.2690
O (2.3040, -7.3698, 6.6909)  -0.3635
C (2.1235, -8.6295, 7.3493)  -0.5015
H (1.5639, -9.0823, 9.4153)  0.3369
H (3.1609, -8.3441, 9.2144)  0.2576
H (0.4662, -6.9916, 8.8220)  0.2754
H (1.8124, -6.4058, 9.8109)  0.3461
H (3.1289, -5.8867, 7.8462)  0.2472
H (1.4981, -5.5382, 7.2344)  0.2179
H (1.1604, -9.0411, 7.0284)  0.2670
H (2.9145, -9.3188, 7.0467)  0.2678